Record 1
DFT (ωB97M-V/def2-TZVPD) results for a molecular structure, C31H38Cl3GeHgN2P2Si2.

Element x y z (Å)
1 Hg 0.58 -0.26 2.45
2 C -0.88 -4.56 2.47
3 Si -1.71 -3.27 1.39
4 C -2.38 -4.16 -0.14
5 C -3.19 -2.59 2.31
6 N -0.65 -1.99 1.05
7 P 0.38 -1.56 -0.08
8 C 1.30 -0.17 0.38
9 P 0.69 1.39 0.00
10 N -0.70 1.75 0.63
11 Si -1.67 3.06 1.08
12 C -0.91 4.74 0.70
13 C -2.02 2.98 2.92
14 C -3.34 3.01 0.21
15 C 0.71 1.63 -1.81
16 C -0.28 2.38 -2.42
17 C -0.22 2.66 -3.78
18 C 0.84 2.18 -4.54
19 C 1.83 1.42 -3.94
20 C 1.76 1.14 -2.59
21 C 1.94 2.63 0.54
22 C 2.62 3.47 -0.33
23 C 3.51 4.43 0.13
24 C 3.72 4.59 1.49
25 C 3.04 3.77 2.39
26 C 2.15 2.82 1.91
27 C -0.47 -1.37 -1.68
28 C -1.75 -0.82 -1.64
29 C -2.45 -0.58 -2.81
30 C -1.88 -0.90 -4.04
31 C -0.61 -1.44 -4.09
32 C 0.09 -1.68 -2.92
33 C 1.56 -2.94 -0.35
34 C 2.81 -2.91 0.27
35 C 3.66 -4.00 0.23
36 C 3.28 -5.15 -0.46
37 C 2.05 -5.19 -1.11
38 C 1.20 -4.09 -1.05
39 H -1.58 -5.34 2.79
40 H -0.46 -4.11 3.36
41 H -0.07 -5.05 1.92
42 H -3.29 -4.70 0.14
43 H -1.67 -4.90 -0.52
44 H -2.62 -3.48 -0.95
45 H -3.79 -3.39 2.75
46 H -3.83 -2.00 1.65
47 H -2.87 -1.93 3.12
48 H 0.02 4.89 1.26
49 H -1.61 5.54 0.98
50 H -0.68 4.85 -0.36
51 H -1.13 3.20 3.51
52 H -2.36 1.97 3.19
53 H -2.80 3.68 3.23
54 H -3.26 3.02 -0.87
55 H -3.96 3.86 0.51
56 H -3.88 2.10 0.49
57 H -1.11 2.74 -1.83
58 H -1.00 3.25 -4.25
59 H 0.88 2.40 -5.61
60 H 2.65 1.03 -4.53
61 H 2.53 0.54 -2.11
62 H 2.47 3.38 -1.40
63 H 4.03 5.07 -0.57
64 H 4.41 5.34 1.86
65 H 3.18 3.89 3.45
66 H 1.61 2.22 2.64
67 H -2.18 -0.56 -0.68
68 H -3.44 -0.14 -2.76
69 H -2.43 -0.71 -4.96
70 H -0.15 -1.67 -5.05
71 H 1.10 -2.08 -2.97
72 H 3.10 -2.00 0.78
73 H 4.62 -3.96 0.73
74 H 3.95 -6.00 -0.50
75 H 1.76 -6.07 -1.66
76 H 0.24 -4.15 -1.55
77 Cl -2.20 -0.18 5.44
78 Ge -0.16 -0.26 4.80
79 Cl 0.56 -2.07 5.80
80 Cl 0.81 1.34 5.93

The relative energy (zero: lowest compared OMol25 entry of this formula, charge and spin) comes out at 0.000 eV. The total charge is -1. Its electronic energy is -6186.56914 a.u. As for the HOMO energy: -4.86 eV.



Record 2
DFT (ωB97M-V/def2-TZVPD) results for a molecular structure, C25H43B2Br14F5NO6P2.

Element x y z (Å)
1 C -1.64 -0.65 3.13
2 C -2.82 -0.77 2.01
3 B -2.10 -1.40 0.68
4 O -1.22 -2.58 0.76
5 B -2.28 -0.75 -0.88
6 C -0.74 -0.20 -1.12
7 C 0.33 -0.97 -1.94
8 C 1.74 -0.34 -2.03
9 N 2.19 0.88 -1.42
10 C 1.18 1.58 -0.70
11 C -0.29 1.16 -0.47
12 O -3.38 0.24 -0.86
13 C -4.59 -0.54 -0.87
14 P -6.10 0.49 -1.44
15 P -5.78 2.47 -0.57
16 O -5.20 3.35 -1.70
17 O -4.65 2.49 0.71
18 O -7.22 3.15 0.08
19 C -4.22 -1.90 -1.68
20 C -4.69 -3.32 -1.12
21 F -3.79 -4.30 -1.66
22 F -4.63 -3.46 0.29
23 C -6.16 -3.78 -1.56
24 F -6.48 -3.56 -2.90
25 F -7.10 -3.19 -0.66
26 F -6.24 -5.18 -1.29
27 O -2.81 -1.73 -1.88
28 H -2.15 -0.47 4.13
29 H -0.94 0.22 2.82
30 H -0.99 -1.60 3.16
31 H -3.18 0.29 1.76
32 H -3.66 -1.47 2.33
33 H -0.36 -2.19 1.05
34 H 0.02 -1.96 -2.43
35 H 2.54 -0.93 -2.62
36 H 1.50 2.57 -0.18
37 H -1.04 1.77 0.15
38 H -4.97 -0.93 0.16
39 H -7.31 0.02 -0.79
40 H -5.02 2.04 1.51
41 H -6.96 4.05 0.41
42 H -4.78 -1.75 -2.68
43 Br -0.88 0.27 6.91
44 C 0.92 0.89 6.47
45 C 0.87 2.16 5.65
46 Br 0.40 1.78 3.79
47 H 1.42 0.07 5.96
48 H 1.40 1.07 7.43
49 H 1.85 2.62 5.60
50 H 0.15 2.88 6.02
51 Br 3.81 -2.11 -3.74
52 C 5.62 -1.51 -4.16
53 C 5.60 -0.24 -4.97
54 Br 5.14 -0.59 -6.83
55 H 6.12 -2.34 -4.66
56 H 6.09 -1.34 -3.19
57 H 6.60 0.21 -5.00
58 H 4.89 0.49 -4.60
59 Br 1.96 4.08 0.96
60 C 3.75 4.74 0.56
61 C 3.70 6.03 -0.22
62 Br 3.25 5.73 -2.09
63 H 4.28 3.94 0.03
64 H 4.22 4.90 1.53
65 H 4.68 6.52 -0.24
66 H 2.96 6.74 0.17
67 Br -3.76 -9.37 0.76
68 C -3.97 -7.53 0.14
69 C -2.73 -6.71 0.42
70 Br -2.64 -6.21 2.30
71 H -4.87 -7.14 0.61
72 H -4.14 -7.61 -0.94
73 H -2.76 -5.77 -0.13
74 H -1.81 -7.24 0.19
75 Br -0.11 -5.58 -1.26
76 C 0.84 -5.98 -2.92
77 C 1.30 -4.71 -3.59
78 Br -0.18 -3.82 -4.49
79 H 0.17 -6.58 -3.54
80 H 1.69 -6.59 -2.62
81 H 2.02 -4.94 -4.38
82 H 1.74 -3.99 -2.90
83 Br 5.08 3.31 -4.69
84 C 4.64 4.98 -5.59
85 C 5.38 5.12 -6.89
86 Br 7.24 5.62 -6.59
87 H 4.85 5.79 -4.89
88 H 3.56 4.93 -5.77
89 H 4.96 5.93 -7.49
90 H 5.39 4.20 -7.48
91 Br 4.05 3.68 6.96
92 C 3.66 4.92 8.42
93 C 2.82 4.26 9.48
94 Br 0.96 4.10 8.93
95 H 3.18 5.79 7.97
96 H 4.63 5.21 8.81
97 H 2.80 4.87 10.39
98 H 3.16 3.25 9.74

The total charge is -1. Its electronic energy is -38752.54998 a.u. As for the HOMO energy: -4.20 eV.



Record 3
DFT (ωB97M-V/def2-TZVPD) results for a molecular structure, C6H12N3.

Element x y z (Å)
1 C 2.32 0.32 0.24
2 C 3.24 0.96 -0.46
3 C 2.34 -1.03 0.96
4 C -3.29 -0.29 0.32
5 C -0.63 -0.48 -1.29
6 C -2.35 0.80 -0.20
7 N 1.15 0.86 0.61
8 N 0.07 1.02 0.82
9 N -1.03 0.29 -0.42
10 H 3.28 1.98 -0.71
11 H 4.13 0.42 -0.62
12 H 1.34 -1.21 1.37
13 H 2.81 -1.74 0.38
14 H -4.27 -0.09 0.14
15 H -3.17 -1.19 -0.28
16 H -3.02 -0.44 1.29
17 H 2.98 -1.03 1.85
18 H -1.22 -0.77 -2.13
19 H 0.40 -0.90 -1.29
20 H -2.38 1.63 0.58
21 H -2.69 0.91 -1.17

The relative energy (zero: lowest compared OMol25 entry of this formula, charge and spin) comes out at 6.009 eV. The total charge is +1. Its electronic energy is -399.66019 a.u. As for the HOMO energy: -13.17 eV.



Record 4
DFT (ωB97M-V/def2-TZVPD) results for 2 unconnected molecules or ions with the total composition CH2ClFOS.

Element x y z (Å)
1 C -1.06 -0.04 0.27
2 O 1.41 1.42 -0.63
3 F -1.54 -0.68 1.32
4 S 1.45 0.28 0.23
5 Cl 2.13 -1.38 -0.92
6 H -1.22 -0.57 -0.55
7 H -1.18 0.96 0.28

The relative energy (zero: lowest compared OMol25 entry of this formula, charge and spin) comes out at 0.029 eV. Its spin multiplicity is 3. Its electronic energy is -1072.63179 a.u. As for the HOMO energy (alpha / beta): -7.58 / -11.65 eV.



Record 5
DFT (ωB97M-V/def2-TZVPD) results for a molecular structure, C24H34FN6O2V.

Element x y z (Å)
1 V -0.16 0.45 0.30
2 C -0.82 2.62 -3.41
3 C -0.41 1.67 -2.33
4 N -0.89 1.70 -1.09
5 C -1.79 2.72 -0.58
6 C -1.15 3.30 0.70
7 N -0.37 2.28 1.46
8 C -0.90 1.89 2.79
9 C -2.01 0.87 2.63
10 N -1.56 -0.25 1.77
11 C -0.97 -1.45 2.44
12 C 0.55 -1.51 2.27
13 N 0.88 -1.00 0.94
14 C 1.73 -1.79 0.04
15 C 3.14 -1.96 0.60
16 C 1.75 -1.03 -1.28
17 C 2.56 -1.30 -2.36
18 C 2.35 -0.59 -3.55
19 C 1.37 0.37 -3.65
20 C 0.59 0.65 -2.51
21 N 0.81 -0.07 -1.37
22 H -1.91 2.65 -3.51
23 H -0.40 2.33 -4.37
24 H -0.48 3.63 -3.19
25 H -2.75 2.25 -0.34
26 H -1.99 3.54 -1.27
27 H -1.90 3.76 1.34
28 H -0.45 4.09 0.41
29 H 0.56 2.66 1.61
30 H -1.26 2.76 3.35
31 H -0.07 1.45 3.35
32 H -2.87 1.33 2.14
33 H -2.34 0.52 3.61
34 H -2.34 -0.56 1.20
35 H -1.41 -2.31 1.93
36 H -1.27 -1.49 3.49
37 H 0.86 -2.55 2.43
38 H 1.05 -0.93 3.05
39 H 3.61 -0.98 0.74
40 H 3.77 -2.54 -0.08
41 H 3.10 -2.47 1.56
42 H 3.33 -2.06 -2.30
43 H 2.98 -0.80 -4.41
44 H 1.21 0.90 -4.57
45 N -4.56 -3.48 -2.77
46 C -4.49 -2.16 -2.14
47 C -3.22 -2.03 -1.32
48 O -2.39 -3.05 -1.42
49 O -2.97 -1.06 -0.63
50 H -4.76 -3.42 -3.76
51 H -5.26 -4.07 -2.34
52 H -2.84 -3.69 -2.03
53 H -5.33 -1.95 -1.47
54 H -4.47 -1.37 -2.88
55 F 3.17 -6.25 -4.37
56 C 2.65 -5.53 -3.36
57 C 3.25 -5.60 -2.12
58 C 2.71 -4.85 -1.08
59 C 1.60 -4.03 -1.29
60 C 1.04 -3.17 -0.19
61 C 1.02 -4.01 -2.56
62 C 1.54 -4.75 -3.60
63 H 4.11 -6.24 -1.97
64 H 3.15 -4.92 -0.10
65 H -0.01 -2.96 -0.41
66 H 1.08 -3.72 0.75
67 H 0.15 -3.38 -2.72
68 H 1.10 -4.74 -4.59

The relative energy (zero: lowest compared OMol25 entry of this formula, charge and spin) comes out at 0.000 eV. The total charge is +1. Its spin multiplicity is 4. Its electronic energy is -2457.71237 a.u. As for the HOMO energy (alpha / beta): -8.61 / -10.68 eV.



Record 6
DFT (ωB97M-V/def2-TZVPD) results for a molecular structure, C3H2BrCl3O.

Element x y z (Å)
1 C 1.31 0.25 -0.12
2 C 0.32 0.08 -1.12
3 C -1.15 -0.11 0.85
4 O 1.95 1.18 0.32
5 Cl 2.02 -1.43 0.30
6 Cl -0.32 1.41 -1.89
7 Cl -2.10 1.22 0.44
8 Br -2.03 -1.69 1.08
9 H 0.24 -0.92 -1.34
10 H -0.24 0.01 1.49

The relative energy (zero: lowest compared OMol25 entry of this formula, charge and spin) comes out at 2.188 eV. Its electronic energy is -4145.23463 a.u. As for the HOMO energy (alpha / beta): -9.09 / -9.21 eV.